No. 1
DFT (wB97M-V/def2-TZVPD) results for a molecular structure, C9H16N2O4 at a distorted geometry.

XYZ file:
```
31
Properties=species:S:1:pos:R:3:forces:R:3:mulliken_charge:R:1
C -1.84831 0.38605 0.37231 1.490 -3.376 -0.162 -0.553
C -0.51272 -0.23392 -0.05448 -0.910 -0.751 1.357 0.477
C -2.93033 -0.74529 0.04374 1.649 1.283 -0.657 0.413
C -4.10994 -0.61751 1.00756 -1.176 -2.225 -0.518 -1.121
C 1.79744 -0.00681 -0.53467 -0.297 1.146 3.062 0.472
C 2.19296 -1.19284 0.14851 7.899 -3.780 9.454 0.177
C 2.81661 1.12616 -0.60698 1.196 1.332 -0.623 -0.606
C 2.17346 2.14571 0.42224 2.880 0.144 0.110 -0.413
C 0.73587 2.06524 0.20994 -2.410 -0.837 0.621 -0.560
H -2.77311 1.94351 0.29177 -0.700 1.518 -0.209 0.370
H -2.24661 1.37658 -1.13036 0.506 1.410 0.028 0.169
H -1.91757 0.44973 1.41224 0.583 0.232 1.950 0.432
H -2.32468 -1.71859 0.12804 -1.297 1.333 -0.092 0.382
H -3.44593 0.65896 -1.60480 0.865 -5.624 1.276 0.372
H -5.08388 -1.19490 0.43917 2.703 1.316 2.242 0.279
H -4.42327 0.43041 1.16011 0.135 -0.361 -0.027 0.254
H -3.68254 -1.06203 2.04186 -1.674 0.797 -2.276 0.276
H 1.77769 -0.40732 -1.42903 -1.760 -1.205 -5.328 0.087
H 2.97233 1.54468 -1.70636 -1.318 -0.567 2.066 0.310
H 3.89961 0.84548 -0.48099 -1.247 -0.068 0.868 0.322
H 2.37610 1.77042 1.54326 0.141 1.305 -2.559 0.266
H 2.46460 3.18539 0.05763 0.218 -1.080 1.488 0.343
H 0.21505 2.53981 1.15954 0.544 -1.302 -2.253 0.264
H 0.41213 2.61178 -0.76414 0.253 -1.304 1.725 0.277
H 3.46949 -2.70047 -0.04774 -1.037 1.225 0.013 0.368
N -1.92750 1.68475 -0.18640 -1.891 -0.771 -1.097 -0.546
N 0.59223 0.43780 0.13412 1.587 6.710 -1.077 0.013
O -0.37025 -1.38802 -0.38260 -0.462 -1.900 -0.908 -0.694
O -3.15280 -0.58942 -1.34980 -2.164 4.464 -1.097 -0.630
O 2.50206 -1.34454 1.46940 -3.351 1.303 -6.056 -0.690
O 2.99190 -2.01452 -0.58115 -0.955 -0.366 -1.324 -0.508
```
Forces are in eV/Å.

The calculation puts the energy above the lowest of the compared OMol25 structures with the same formula, charge and spin at 7.203 eV.

=====

No. 2
DFT (wB97M-V/def2-TZVPD) results for C9H16N2O4 in the gas phase at a distorted geometry.

XYZ file:
```
31
Properties=species:S:1:pos:R:3:forces:R:3:mulliken_charge:R:1
C -3.54029 0.57471 -0.81107 -0.608 -0.197 0.341 -1.408
C -2.83048 0.31788 0.51858 0.119 -0.365 -0.354 0.003
O -3.07796 -0.99388 1.00089 0.297 -0.151 -0.562 -0.608
C -1.30723 0.57229 0.49134 -0.156 -0.159 -0.410 0.030
N -0.92759 1.90160 -0.00559 -0.341 0.618 0.346 -0.664
C -0.55538 -0.50775 -0.31346 0.153 -0.018 -0.053 0.381
O -1.16705 -1.34710 -0.97020 0.082 0.185 0.131 -0.757
N 0.80575 -0.51765 -0.27963 -0.494 -0.143 -0.029 0.206
C 1.49661 -1.66968 -0.88332 -0.016 -0.319 -0.630 -0.809
C 2.86242 -1.70898 -0.19020 0.696 -0.110 -0.430 -0.504
C 2.64648 -0.91731 1.10479 0.712 0.210 0.282 -0.919
C 1.69146 0.18082 0.65092 -0.042 0.407 0.553 -0.118
C 2.47269 1.33001 -0.04191 -0.384 0.064 -0.162 0.499
O 3.66857 1.32673 -0.14496 0.034 0.024 0.060 -0.573
O 1.72300 2.31730 -0.53019 -0.547 -0.272 0.260 -0.572
H -3.49024 1.62033 -1.10456 0.014 0.152 -0.051 0.396
H -4.60920 0.32661 -0.67352 0.484 0.133 -0.090 0.392
H -3.14775 -0.04673 -1.61278 0.084 -0.018 0.031 0.267
H -3.24669 0.97070 1.28016 -0.072 0.279 0.102 0.536
H -2.71096 -1.57226 0.29929 -0.218 0.145 0.447 0.430
H -0.99176 0.47860 1.52160 0.257 0.073 0.347 0.243
H -1.32497 2.63969 0.59640 0.294 -0.534 -0.301 0.275
H -1.33927 2.05956 -0.92288 0.046 -0.124 0.031 0.286
H 0.90792 -2.58594 -0.71595 0.120 0.405 0.031 0.374
H 1.58004 -1.54190 -1.98119 -0.065 -0.047 0.575 0.306
H 3.18475 -2.74965 0.00083 -0.104 0.558 -0.149 0.358
H 3.63102 -1.20396 -0.83570 -0.649 -0.472 0.744 0.311
H 3.60047 -0.49838 1.51123 -0.895 -0.377 -0.294 0.342
H 2.14438 -1.53063 1.86921 0.204 0.141 -0.217 0.385
H 1.11404 0.60926 1.49309 0.271 -0.152 -0.438 0.392
H 0.73723 2.16575 -0.32120 0.722 0.063 -0.111 0.518
```
Forces are in eV/Å.

Its SMILES is C[C@@H](O)[C@H](N)C(=O)N1CCC[C@H]1C(=O)O. The calculation puts the energy above the lowest of the compared OMol25 structures with the same formula, charge and spin at 0.000 eV.

=====

No. 3
DFT (wB97M-V/def2-TZVPD) results for C9H16N2O5 in the gas phase at a distorted geometry.

XYZ file:
```
32
Properties=species:S:1:pos:R:3:forces:R:3:mulliken_charge:R:1
C 3.83704 -0.15052 -0.91561 1.969 -1.416 -0.718 -1.436
C 2.50476 0.18913 -0.34683 -1.470 3.171 0.659 0.719
C 2.75749 1.29098 0.72752 -0.874 0.843 0.117 -1.630
C 1.66644 -0.87192 0.32807 0.435 -0.898 1.143 0.207
N 1.41961 -2.02370 -0.50712 0.270 -2.143 0.379 -0.639
C 0.25364 -0.51550 0.84775 -1.142 2.658 0.987 0.153
O -0.08184 0.06058 1.90194 1.296 -1.077 -1.336 -0.705
N -0.67673 -0.76835 -0.09343 -2.367 1.368 1.040 -0.076
C -2.02179 -0.07241 -0.20143 2.712 -2.064 -1.090 -0.278
C -3.06145 -0.49012 0.79726 -2.189 1.310 1.280 -0.686
C -4.45188 -0.70437 0.05107 0.148 -2.959 -0.091 0.391
O -4.84735 -1.85383 -0.16365 0.666 2.777 0.617 -0.554
O -5.12125 0.36573 -0.43146 0.258 -1.291 0.306 -0.472
C -1.77481 1.44544 -0.26626 2.269 -2.018 -0.652 0.658
O -0.68432 1.93252 -0.43425 -0.574 -0.032 0.065 -0.584
O -2.86101 2.17094 -0.22307 -1.273 0.414 0.150 -0.449
H 4.54687 0.73931 -0.87540 -0.826 -1.293 0.387 0.357
H 3.79817 -0.34759 -2.01756 -0.089 -0.357 0.897 0.363
H 4.26025 -1.07213 -0.36987 -0.119 1.432 -0.882 0.263
H 1.93248 0.65256 -1.15325 -0.276 0.114 0.032 0.186
H 1.89089 1.82185 1.15636 -0.197 -0.620 -0.519 0.321
H 3.36843 2.09349 0.34561 0.326 0.162 -0.460 0.435
H 3.26804 0.94129 1.60748 0.456 -0.674 0.280 0.420
H 2.28517 -1.01839 1.21778 -0.174 -0.926 0.312 0.285
H 1.32094 -2.90254 0.04482 -0.097 1.069 -0.454 0.212
H 2.13116 -2.24064 -1.17194 0.714 0.278 -0.383 0.221
H -0.33506 -1.26528 -0.86122 0.305 -0.724 -1.454 0.386
H -2.32174 -0.49957 -1.19507 -0.034 1.044 0.502 0.349
H -2.89706 -1.38650 1.41220 0.343 0.217 -0.785 0.334
H -3.10943 0.35997 1.53384 -0.405 -0.875 -0.442 0.368
H -4.51030 1.08530 -0.34554 0.309 1.359 0.118 0.474
H -2.48535 3.03426 -0.39875 -0.370 1.150 -0.007 0.404
```
Forces are in eV/Å.

Its SMILES is CC(C)[C@H](N)C(=O)N[C@@H](CC(=O)O)C(=O)O. The calculation puts the energy above the lowest of the compared OMol25 structures with the same formula, charge and spin at 1.550 eV.

=====

No. 4
DFT (wB97M-V/def2-TZVPD) results for a molecular structure, C9H16N2O5P.

XYZ file:
```
33
Properties=species:S:1:pos:R:3:forces:R:3:mulliken_charge:R:1
N 2.42694 -0.82209 -2.61064 0.081 -0.025 -0.115 -0.467
P 1.65304 -0.59498 -1.20566 0.013 0.020 0.145 0.472
N 2.66467 -1.04970 0.02348 -0.164 0.074 -0.241 -0.357
C 3.20915 -2.14734 -0.13746 0.257 -0.092 -0.011 0.636
O 3.72131 -3.15593 -0.28964 0.122 -0.083 0.251 -0.271
H 1.79673 -0.96704 -3.38929 -0.022 0.070 -0.209 0.343
H 3.11966 -0.11569 -2.82256 0.198 -0.040 -0.181 0.303
H 1.23970 0.69392 -0.93251 0.041 0.119 0.332 0.157
H 0.58897 -1.47603 -1.18372 -0.348 0.089 -0.150 0.178
O 0.03313 0.54644 -3.02402 -0.078 -0.245 0.180 -0.652
C -0.93312 1.23763 -2.76378 -0.131 -0.162 -0.099 0.512
O -0.78555 2.41132 -2.17296 -0.028 0.195 0.202 -0.338
C -2.08681 3.00033 -1.88148 -0.241 0.039 -0.029 -0.409
C -3.04063 2.31433 -2.85209 0.142 -0.124 -0.010 -0.501
C -2.39274 0.93362 -3.00395 -0.028 0.398 -0.146 -0.402
H -2.32176 2.79027 -0.83832 0.037 -0.049 0.011 0.261
H -2.01554 4.07359 -2.01869 0.155 0.016 -0.036 0.312
H -4.06553 2.29113 -2.49453 0.000 -0.033 0.078 0.343
H -3.02917 2.83097 -3.81078 -0.008 0.027 -0.015 0.280
H -2.72651 0.23040 -2.23795 0.008 -0.049 -0.017 0.268
H -2.53468 0.49044 -3.98494 0.025 -0.158 0.033 0.338
O -1.77081 -0.78998 4.94218 -0.225 0.089 0.120 -0.530
C -0.80488 -0.92784 4.26928 0.193 -0.218 0.017 0.402
O -0.68617 -0.33734 3.03934 0.040 0.052 -0.120 -0.384
C 0.52556 -0.74733 2.40844 0.042 -0.001 0.001 0.132
C 1.44999 -1.20134 3.53542 -0.145 -0.072 0.101 -0.495
C 0.44425 -1.74572 4.55371 0.215 0.295 -0.261 -0.396
H 0.28927 -1.56238 1.71281 0.047 -0.032 0.031 0.026
H 0.92580 0.09815 1.84956 -0.069 0.056 0.026 0.084
H 2.19993 -1.92134 3.21506 -0.037 -0.054 -0.023 0.275
H 1.96848 -0.33898 3.95273 0.018 0.028 -0.008 0.312
H 0.20856 -2.79638 4.38144 -0.018 -0.034 0.057 0.253
H 0.75701 -1.61060 5.58336 -0.094 -0.095 0.086 0.319
```
Forces are in eV/Å.

The charge is +1.

=====

HOMO level for every record listed, in sequence, given in eV: -9.57 -9.58 -9.50 -12.59.
Electronic energy for every record listed, in sequence, given in Eh: -762.79559 -763.06031 -838.26147 -1179.40604.
Kohn-Sham gap for every record listed, in sequence, given in eV: 9.8 10.0 9.9 9.2.